Below is a cluster of 5 separate species, C44H81NO9S in total in a non-equilibrium geometry, with properties calculated with wB97M-V/def2-TZVPD.

Its total energy is -2855.0865 Eh. Its structure (SMILES) is CCCCCCCCCCCCCCCC[C@]1(CCCNCc2ccccc2O)COS(=O)(=O)O1.C1CCOC1.C1CCOC1.C1CCOC1.C1CCOC1. The HOMO-LUMO gap comes out at 9.25 eV. For the energy relative to the best compared isomer or geometry (same formula, charge and spin), the calculation gives 66.1 kJ/mol. The calculation puts the HOMO energy at -0.3207 Eh. As for the spin multiplicity: 1.

Bonds (Å) are listed after each position.
Atoms and positions in Å:
1 C -3.8845 0.6938 -2.5380  C2 1.541, H36 1.099, H37 1.099, H38 1.098
2 C -2.5341 1.3354 -2.1633  C1 1.541, C3 1.547, H39 1.099, H40 1.103
3 C -1.6225 1.6675 -3.3683  C2 1.547, C4 1.551, H41 1.099, H42 1.102
4 C -1.4381 0.5276 -4.4039  C3 1.551, C5 1.563, H43 1.103, H44 1.096
5 C -0.0351 -0.1604 -4.3585  C4 1.563, C6 1.544, H45 1.096, H46 1.098
6 C 0.3319 -0.4754 -2.8923  C5 1.544, C7 1.571, H47 1.101, H48 1.099
7 C 1.2256 -1.7561 -2.7178  C6 1.571, C8 1.550, H49 1.096, H50 1.097
8 C 0.5066 -2.6665 -1.6891  C7 1.550, C9 1.541, H51 1.094, H52 1.104
9 C 1.3400 -3.8645 -1.1945  C8 1.541, C10 1.563, H53 1.098, H54 1.104
10 C 2.2370 -3.6045 0.0583  C9 1.563, C11 1.548, H55 1.098, H56 1.102
11 C 2.3881 -2.1281 0.4989  C10 1.548, C12 1.572, H57 1.098, H58 1.096
12 C 3.0697 -2.1259 1.9150  C11 1.572, C13 1.544, H59 1.098, H60 1.104
13 C 4.0601 -0.9624 2.1351  C12 1.544, C14 1.571, H61 1.104, H62 1.095
14 C 3.3504 0.2703 2.8013  C13 1.571, C15 1.535, H63 1.097, H64 1.097
15 C 3.7074 0.3851 4.2901  C14 1.535, C16 1.555, H65 1.102, H66 1.098
16 C 3.3326 1.7325 4.9693  C15 1.555, C17 1.540, H67 1.098, H68 1.101
17 C 2.0662 2.4222 4.4295  C16 1.540, C18 1.561, C30 1.531, O35 1.499
18 C 0.7769 1.5455 4.5151  C17 1.561, C19 1.551, H69 1.097, H70 1.098
19 C 0.0134 1.3577 3.1784  C18 1.551, C20 1.570, H71 1.095, H72 1.098
20 C -0.6266 -0.0754 3.1257  C19 1.570, N21 1.471, H73 1.101, H74 1.105
21 N -2.0952 0.0069 3.1043  C20 1.471, C22 1.466, H75 1.019
22 C -2.7012 -1.1901 3.6943  N21 1.466, C23 1.531, H76 1.114, H77 1.102
23 C -3.1292 -2.2920 2.7214  C22 1.531, C24 1.397, C28 1.388
24 C -3.9450 -3.2947 3.2511  C23 1.397, C25 1.373, H78 1.090
25 C -4.3681 -4.3586 2.4942  C24 1.373, C26 1.385, H79 1.089
26 C -3.9859 -4.4785 1.1684  C25 1.385, C27 1.376, H80 1.089
27 C -3.1991 -3.4996 0.6061  C26 1.376, C28 1.389, H81 1.089
28 C -2.7758 -2.4309 1.3860  C23 1.388, C27 1.389, O29 1.397
29 O -1.9567 -1.4950 0.7489  C28 1.397, H82 0.966
30 C 2.2919 3.3141 3.2055  C17 1.531, O31 1.438, H83 1.102, H84 1.088
31 O 1.2279 4.2820 3.2194  C30 1.438, S32 1.624
32 S 0.9851 4.6501 4.7826  O31 1.624, O33 1.427, O34 1.420, O35 1.598
33 O -0.4255 4.5876 4.9877  S32 1.427
34 O 1.4845 5.9177 5.1838  S32 1.420
35 O 1.8177 3.4715 5.4701  C17 1.499, S32 1.598
36 H -4.5735 0.8121 -1.6903  C1 1.099
37 H -4.3456 1.1726 -3.4135  C1 1.099
38 H -3.7915 -0.3863 -2.7119  C1 1.098
39 H -2.0217 0.7235 -1.4071  C2 1.099
40 H -2.7723 2.2826 -1.6513  C2 1.103
41 H -0.6642 2.0470 -2.9859  C3 1.099
42 H -2.0945 2.5184 -3.8858  C3 1.102
43 H -1.4964 1.0044 -5.3973  C4 1.103
44 H -2.2383 -0.2214 -4.3845  C4 1.096
45 H -0.1296 -1.0657 -4.9688  C5 1.096
46 H 0.7078 0.4961 -4.8308  C5 1.098
47 H -0.6202 -0.6649 -2.3738  C6 1.101
48 H 0.7902 0.3741 -2.3680  C6 1.099
49 H 2.2354 -1.4986 -2.3773  C7 1.096
50 H 1.2432 -2.2340 -3.7053  C7 1.097
51 H 0.0766 -2.0506 -0.8931  C8 1.094
52 H -0.3521 -3.0904 -2.2380  C8 1.104
53 H 1.9162 -4.3099 -2.0160  C9 1.098
54 H 0.6154 -4.6441 -0.9028  C9 1.104
55 H 1.9383 -4.1894 0.9384  C10 1.098
56 H 3.2535 -3.9411 -0.2013  C10 1.102
57 H 3.0552 -1.6009 -0.1958  C11 1.098
58 H 1.4369 -1.6008 0.6335  C11 1.096
59 H 3.5059 -3.1126 2.1205  C12 1.098
60 H 2.2480 -2.0091 2.6432  C12 1.104
61 H 4.7831 -1.3158 2.8906  C13 1.104
62 H 4.6419 -0.6819 1.2504  C13 1.095
63 H 3.6930 1.1634 2.2647  C14 1.097
64 H 2.2759 0.0837 2.6787  C14 1.097
65 H 4.8049 0.3031 4.3480  C15 1.102
66 H 3.3237 -0.4532 4.8872  C15 1.098
67 H 4.1431 2.4726 4.9831  C16 1.098
68 H 3.1181 1.4987 6.0232  C16 1.101
69 H 0.0796 2.0288 5.2100  C18 1.097
70 H 1.0583 0.5989 4.9952  C18 1.098
71 H 0.6442 1.4715 2.2906  C19 1.095
72 H -0.8326 2.0489 3.0732  C19 1.098
73 H -0.2372 -0.5427 2.2080  C20 1.101
74 H -0.2603 -0.6959 3.9640  C20 1.105
75 H -2.3017 0.7535 3.7661  N21 1.019
76 H -2.0820 -1.6459 4.5009  C22 1.114
77 H -3.6200 -0.8540 4.2013  C22 1.102
78 H -4.2713 -3.2671 4.2911  C24 1.090
79 H -4.9960 -5.1311 2.9369  C25 1.089
80 H -4.2888 -5.3295 0.5595  C26 1.089
81 H -2.8619 -3.5476 -0.4287  C27 1.089
82 H -1.0817 -1.9013 0.7098  O29 0.966
83 H 3.2134 3.8706 3.4409  C30 1.102
84 H 2.3104 2.7778 2.2595  C30 1.088
85 C -3.6767 5.2326 6.8075  C86 1.523, C89 1.519, H90 1.089, H91 1.093
86 C -4.5774 5.1336 8.0320  C85 1.523, C87 1.521, H92 1.093, H93 1.090
87 C -4.6236 3.6309 8.2657  C86 1.521, O88 1.430, H94 1.096, H95 1.091
88 O -3.3732 3.1070 7.8108  C87 1.430, C89 1.437
89 C -2.6761 4.1190 7.0667  C85 1.519, O88 1.437, H96 1.095, H97 1.087
90 H -3.2046 6.2061 6.6855  C85 1.089
91 H -4.2524 5.0168 5.9038  C85 1.093
92 H -4.1035 5.6305 8.8825  C86 1.093
93 H -5.5648 5.5716 7.8892  C86 1.090
94 H -5.4222 3.1622 7.6796  C87 1.096
95 H -4.7670 3.3717 9.3162  C87 1.091
96 H -1.8388 4.4722 7.6775  C89 1.095
97 H -2.2783 3.6901 6.1506  C89 1.087
98 C -0.1353 -3.3083 8.4362  C99 1.522, C102 1.521, H103 1.089, H104 1.093
99 C -0.5555 -1.9886 9.0677  C98 1.522, C100 1.520, H105 1.093, H106 1.089
100 C -0.6361 -1.0743 7.8558  C99 1.520, O101 1.434, H107 1.096, H108 1.091
101 O -1.0074 -1.8988 6.7431  C100 1.434, C102 1.433
102 C -0.8914 -3.2771 7.1172  C98 1.521, O101 1.433, H109 1.095, H110 1.091
103 H -0.3742 -4.1818 9.0414  C98 1.089
104 H 0.9421 -3.3055 8.2512  C98 1.093
105 H -1.5427 -2.0931 9.5242  C99 1.093
106 H 0.1339 -1.6249 9.8285  C99 1.089
107 H 0.3371 -0.6216 7.6331  C100 1.096
108 H -1.3696 -0.2764 7.9783  C100 1.091
109 H -1.9020 -3.6840 7.2292  C102 1.095
110 H -0.3814 -3.8280 6.3256  C102 1.091
111 C 1.0790 0.3538 -9.3950  C112 1.521, C115 1.521, H116 1.089, H117 1.088
112 C 0.4550 -0.9722 -9.8012  C111 1.521, C113 1.521, H118 1.094, H119 1.089
113 C 0.6211 -1.7961 -8.5337  C112 1.521, O114 1.431, H120 1.096, H121 1.091
114 O 0.5670 -0.8784 -7.4365  C113 1.431, C115 1.433
115 C 0.6584 0.4609 -7.9368  C111 1.521, O114 1.433, H122 1.096, H123 1.091
116 H 0.7461 1.1989 -9.9963  C111 1.089
117 H 2.1630 0.2905 -9.4693  C111 1.088
118 H -0.6073 -0.8326 -10.0203  C112 1.094
119 H 0.9241 -1.4305 -10.6711  C112 1.089
120 H 1.5953 -2.2967 -8.5100  C113 1.096
121 H -0.1592 -2.5499 -8.4158  C113 1.091
122 H -0.3294 0.9265 -7.8401  C115 1.096
123 H 1.3692 1.0278 -7.3335  C115 1.091
124 C 3.6086 1.8924 -13.5586  C125 1.522, C128 1.520, H129 1.089, H130 1.093
125 C 2.9806 0.5676 -13.9658  C124 1.522, C126 1.521, H131 1.093, H132 1.089
126 C 3.1515 -0.2594 -12.7012  C125 1.521, O127 1.433, H133 1.095, H134 1.091
127 O 3.1048 0.6564 -11.6006  C126 1.433, C128 1.432
128 C 3.1959 1.9961 -12.0988  C124 1.520, O127 1.432, H135 1.096, H136 1.091
129 H 3.2741 2.7399 -14.1555  C124 1.089
130 H 4.6967 1.8280 -13.6369  C124 1.093
131 H 1.9182 0.7102 -14.1797  C125 1.093
132 H 3.4444 0.1099 -14.8387  C125 1.089
133 H 4.1243 -0.7621 -12.6830  C126 1.095
134 H 2.3702 -1.0117 -12.5821  C126 1.091
135 H 2.2097 2.4633 -11.9976  C128 1.096
136 H 3.9101 2.5600 -11.4978  C128 1.091